{
  "formula": "C9H14O",
  "method": "ωB97M-V/def2-TZVPD",
  "e_tot_ev": -11607.324,
  "lumo_energy_ev": 0.9,
  "smiles": "Cc1ccc(O)cc1.CC",
  "e_above_lowest_kcal_mol": 7.2,
  "gap_ev": 9.22,
  "max_force_ev_per_a": 1.32,
  "symbols": ["C", "C", "C", "C", "C", "O", "C", "C", "H", "H", "H", "H", "H", "H", "H", "H", "C", "C", "H", "H", "H", "H", "H", "H"],
  "coordinates": [[0.86, -1.02, -2.63], [-0.34, -0.71, -1.76], [-1.14, 0.38, -2.01], [-2.20, 0.74, -1.17], [-2.33, 0.04, 0.01], [-3.41, 0.31, 0.81], [-1.47, -1.02, 0.34], [-0.54, -1.44, -0.58], [0.77, -0.51, -3.59], [0.94, -2.08, -2.86], [1.76, -0.71, -2.11], [-0.85, 1.03, -2.83], [-2.89, 1.51, -1.46], [-3.45, -0.30, 1.57], [-1.53, -1.41, 1.35], [0.14, -2.24, -0.32], [2.11, 0.29, 1.76], [1.81, 1.55, 2.55], [2.64, 0.57, 0.85], [2.65, -0.47, 2.32], [1.19, -0.18, 1.41], [2.70, 1.86, 3.11], [1.07, 1.41, 3.31], [1.51, 2.39, 1.93]]
}